Computed, not measured: C49H39GeN5SeTa as an isolated structure, with wB97M-V/def2-TZVPD.

Values from the calculation:
Gap between HOMO and LUMO (spin up / spin down) = 5.00 / 5.00 eV
ΔE to the lowest compared entry with this formula, charge and spin = 45.0 kcal/mol
Max |F| = 3.40 eV/Å
Energy = -182301.8293 eV
E_HOMO (spin up / spin down) = -9.36 / -9.36 eV
Charge = +1

The geometry in XYZ format:
```
96
C49H39GeN5SeTa (wB97M-V/def2-TZVPD)
Ta -0.2159 -0.5906 0.1988
C 4.7628 4.5228 3.7365
C 4.3437 4.7421 2.4388
C 3.4790 3.8570 1.8489
C 3.0128 2.7313 2.5329
C 3.4018 2.4873 3.8540
C 4.3436 3.3763 4.4701
C 2.1832 1.7008 1.8862
C 0.9934 1.3424 2.4335
C 0.1740 2.1802 3.3153
C -1.1279 1.9065 3.5533
C -1.7991 0.7440 2.9478
C -3.0334 0.9196 2.2130
C -4.0891 1.7070 2.8903
C -4.2716 3.0283 2.4947
C -5.1900 3.8121 3.2006
C -5.9001 3.3465 4.3129
C -5.6323 2.0439 4.7615
C -4.7282 1.2765 4.0506
C -3.1387 0.4134 0.9698
N -2.2673 -0.2113 0.0435
C -3.1081 -0.6202 -1.0071
C -2.6313 -1.3005 -2.1217
C -3.5574 -1.5411 -3.2917
C -3.8844 -0.4351 -4.1413
C -4.7174 -0.6319 -5.2577
C -5.1763 -1.8660 -5.6484
C -4.9066 -2.9639 -4.7785
C -4.0854 -2.7628 -3.6481
C -1.3008 -1.5128 -2.4249
C -0.8641 -2.1466 -3.5737
C 0.4590 -1.8289 -3.8529
C 0.8586 -1.0684 -2.7260
N -0.2047 -0.8607 -1.8213
C 2.0894 -0.4573 -2.5569
C 2.4981 0.1870 -1.3885
C 3.7607 0.7599 -1.2183
C 3.8548 1.2510 0.0027
C 2.6025 1.1377 0.6107
N 1.7669 0.3759 -0.2030
C 3.0303 -0.4120 -3.7219
C 3.8050 -1.4908 -4.1295
C 4.6309 -1.3630 -5.2845
C 4.7374 -0.1683 -5.9290
C 3.9383 0.9253 -5.4869
C 3.0333 0.7947 -4.4400
C -4.4581 -0.1967 -0.8077
C -4.4734 0.4514 0.3925
N 0.4290 0.2332 1.8700
H 5.5664 5.1249 4.2218
H 4.7973 5.5836 1.8972
H 3.1576 3.9467 0.8226
H 3.0171 1.6389 4.3549
H 4.7118 3.1490 5.4602
H 0.6914 3.0477 3.7377
H -1.6882 2.4604 4.3009
H -3.7087 3.4764 1.6184
H -5.3095 4.8652 2.9024
H -6.5986 3.9675 4.8444
H -6.0937 1.6784 5.6538
H -4.4776 0.3001 4.4044
H -3.4980 0.5926 -3.9301
H -4.9022 0.2098 -5.8955
H -5.7138 -2.0593 -6.5747
H -5.3063 -3.9994 -4.9359
H -3.8752 -3.6274 -3.0671
H -1.5158 -2.8827 -4.0806
H 1.0598 -2.1991 -4.6524
H 4.4991 0.6245 -1.9621
H 4.7391 1.7618 0.3986
H 3.7811 -2.4360 -3.5520
H 5.1794 -2.2375 -5.5418
H 5.3774 -0.0690 -6.8374
H 3.9614 1.8541 -6.0235
H 2.3601 1.5646 -4.1328
H -5.2600 -0.4617 -1.3987
H -5.4214 0.8348 0.7659
Se -0.9090 -1.7071 4.7593
C -1.2760 -0.5360 3.5299
N -0.8300 -0.1630 2.2900
C 2.6446 -1.8618 2.7791
Ge 1.7794 -3.0926 1.5664
C 2.8991 -3.3605 -0.0325
C 1.5154 -4.8578 2.4397
C -0.0030 -2.5547 0.7898
H 3.4750 -1.3839 2.2683
H 2.8862 -2.3221 3.7540
H 1.9753 -1.0524 3.0276
H 2.6044 -2.6706 -0.8512
H 2.8571 -4.3692 -0.4529
H 3.9090 -3.1030 0.3677
H 2.4231 -5.4781 2.3409
H 0.6396 -5.3579 1.9715
H 1.2970 -4.6144 3.5021
H -0.6728 -2.7748 1.6010
H -0.1716 -3.2740 -0.0187
```



Computed, not measured: C17H13Cl3N5O7RuSe4 as an isolated structure, with wB97M-V/def2-TZVPD.

Values from the calculation:
Gap between HOMO and LUMO (spin up / spin down) = 7.29 / 6.14 eV
ΔE to the lowest compared entry with this formula, charge and spin = 3.6 kcal/mol
Max |F| = 0.68 eV/Å
Energy = -341146.1627 eV
E_HOMO (spin up / spin down) = -10.80 / -10.94 eV
Multiplicity = 5
Charge = +1

The geometry in XYZ format:
```
50
C17H13Cl3N5O7RuSe4 (wB97M-V/def2-TZVPD)
Ru -0.3339 1.8019 0.2093
C 3.4151 1.9413 2.5655
C 2.4522 1.4694 1.5195
O 1.4395 2.1517 1.2748
N 2.7509 0.3348 0.8845
C 2.0027 -0.2330 -0.2320
C 0.8019 -1.0221 0.2346
C 0.7888 -2.4031 0.2442
C -0.3338 -3.0686 0.7208
C -1.4015 -2.3273 1.1941
C -1.3248 -0.9466 1.1485
N -0.2534 -0.3065 0.6659
H 2.9761 2.7743 3.1070
H 4.3396 2.2705 2.0893
H 3.6570 1.1366 3.2596
H 3.5831 -0.1486 1.1847
H 2.6825 -0.8760 -0.7900
H 1.7083 0.5760 -0.9114
H 1.6450 -2.9509 -0.1249
H -0.3714 -4.1490 0.7163
H -2.2971 -2.7984 1.5713
H -2.1524 -0.3239 1.4640
Se 0.2832 3.7464 -1.2197
Se -0.5939 4.7541 0.6139
Se -2.8911 5.0949 0.0788
Se -4.0863 3.5383 1.0580
Cl -2.0969 1.3439 5.7882
C -0.6265 1.6062 4.8647
Cl 0.2629 3.0145 5.4436
Cl 0.4083 0.1626 4.8857
C -0.9869 1.8451 3.4591
N -1.2679 2.0364 2.3635
O -3.6811 -0.0051 -0.8258
C -2.5836 0.4191 -1.0913
O -2.1061 1.5356 -0.5745
C -1.6874 -0.3452 -2.0397
C -0.6622 0.2624 -2.7450
C 0.1977 -0.5212 -3.4874
C 0.0787 -1.8934 -3.5818
C -0.9613 -2.4634 -2.8675
C -1.8577 -1.7249 -2.1192
N -1.0745 -3.9391 -2.8569
O -1.9014 -4.4212 -2.1149
O -0.3405 -4.5525 -3.5951
N 1.3386 0.1433 -4.1486
O 1.5901 1.2759 -3.7793
O 1.9019 -0.4526 -5.0322
H -0.5381 1.3351 -2.7331
H 0.7649 -2.4911 -4.1620
H -2.6570 -2.2066 -1.5769
```



Computed, not measured: C24H43AsBFeN6S4 as an isolated structure, with wB97M-V/def2-TZVPD.

Values from the calculation:
Gap between HOMO and LUMO (spin up / spin down) = 9.00 / 6.45 eV
Max |F| = 0.62 eV/Å
Energy = -173762.1094 eV
E_HOMO (spin up / spin down) = -13.30 / -13.51 eV
Multiplicity = 6
Charge = +2

The geometry in XYZ format:
```
80
C24H43AsBFeN6S4 (wB97M-V/def2-TZVPD)
Fe -0.2221 -0.8760 0.3927
C -0.5782 -4.8068 -2.4177
C -1.6550 -3.7382 -2.6381
C -2.7030 -3.8682 -1.5415
C -2.3360 -3.9060 -3.9994
N -0.9502 -2.3881 -2.6657
C 0.0680 -2.1958 -3.5727
C 0.4866 -0.9199 -3.4660
N -0.2618 -0.3093 -2.4959
B -0.0262 1.2204 -2.2549
N 1.3760 1.4961 -1.6272
C 1.9412 2.7356 -1.8550
C 3.1603 2.7393 -1.2974
N 3.3670 1.4944 -0.7245
C 2.2560 0.7479 -0.9263
S 1.9745 -0.8826 -0.3871
C 4.6772 1.2390 -0.0057
C 5.7997 1.4939 -1.0137
C 4.8198 -0.1802 0.5286
C 4.7513 2.2222 1.1656
N -1.1389 1.9532 -1.4545
C -2.1283 2.6425 -2.1221
C -2.9054 3.2414 -1.2015
N -2.3867 2.9372 0.0459
C -1.3189 2.1338 -0.1321
S -0.3646 1.3479 1.0881
C -3.0550 3.4360 1.3112
C -4.1478 2.4299 1.6685
C -3.6624 4.8125 1.0133
C -2.0656 3.5916 2.4653
C -1.1455 -1.2141 -2.0009
S -2.2765 -0.8394 -0.7393
H -1.0620 -5.7733 -2.2816
H 0.0072 -4.5903 -1.5210
H 0.1003 -4.9003 -3.2653
H -3.0928 -4.8845 -1.6012
H -3.5395 -3.1875 -1.6846
H -2.2840 -3.7275 -0.5462
H -2.8522 -4.8659 -4.0261
H -1.6196 -3.8870 -4.8219
H -3.0732 -3.1171 -4.1599
H 0.4079 -2.9736 -4.2324
H 1.2643 -0.4006 -4.0025
H -0.0194 1.7204 -3.3443
H 1.4271 3.5056 -2.4083
H 3.9034 3.5169 -1.2795
H 5.6865 0.8503 -1.8883
H 6.7561 1.2660 -0.5441
H 5.8360 2.5312 -1.3473
H 4.7692 -0.9271 -0.2641
H 4.0752 -0.4124 1.2864
H 5.8041 -0.2480 0.9910
H 4.7799 3.2600 0.8310
H 5.6595 2.0321 1.7384
H 3.8919 2.0943 1.8278
H -2.1921 2.6519 -3.1970
H -3.7662 3.8698 -1.3399
H -4.8690 2.3258 0.8555
H -4.6809 2.7737 2.5561
H -3.7163 1.4485 1.8823
H -4.5459 4.7512 0.3777
H -2.9322 5.4775 0.5486
H -3.9777 5.2628 1.9526
H -1.7655 2.6355 2.8850
H -2.5575 4.1599 3.2542
H -1.1737 4.1444 2.1600
C 0.0581 -4.1706 4.4933
As -0.0057 -2.5486 3.4791
C -1.5758 -1.5541 3.9638
C 1.5323 -1.4913 3.9296
S -0.0665 -3.0062 1.3878
H 0.0961 -3.9163 5.5512
H 0.9466 -4.7285 4.2105
H -0.8301 -4.7584 4.2805
H -1.6159 -1.4149 5.0431
H -2.4482 -2.1058 3.6255
H -1.5361 -0.5877 3.4648
H 1.5715 -1.3680 5.0115
H 1.4496 -0.5194 3.4479
H 2.4254 -2.0029 3.5800
```



Computed, not measured: a 3-piece molecular cluster, H4O2 overall, with wB97M-V/def2-TZVPD.

Values from the calculation:
Gap between HOMO and LUMO (spin up / spin down) = 8.12 / 8.12 eV
ΔE to the lowest compared entry with this formula, charge and spin = 133.1 kcal/mol
Max |F| = 5.14 eV/Å
Energy = -4143.3370 eV
E_HOMO (spin up / spin down) = -18.98 / -18.99 eV
Multiplicity = 2
Charge = +1

The geometry in XYZ format:
```
6
H4O2 (wB97M-V/def2-TZVPD)
H -1.8675 0.8843 0.3496
H 0.8912 0.4866 0.6846
O -0.9826 0.6944 0.6347
H 1.3556 -0.9656 -0.2204
H -0.0982 -0.2668 -0.5022
O 0.7016 -0.8329 -0.9462
```



Computed, not measured: C20H20BF4IN3STeV as an isolated structure, with wB97M-V/def2-TZVPD.

Values from the calculation:
Gap between HOMO and LUMO (spin up / spin down) = 7.25 / 7.75 eV
ΔE to the lowest compared entry with this formula, charge and spin = 20.3 kcal/mol
Max |F| = 1.10 eV/Å
Energy = -88990.2355 eV
E_HOMO (spin up / spin down) = -14.38 / -14.38 eV
Multiplicity = 3
Charge = +2

The geometry in XYZ format:
```
52
C20H20BF4IN3STeV (wB97M-V/def2-TZVPD)
V 0.5383 -1.0491 0.3882
S 2.3568 -1.7696 -1.0314
C 3.7484 -0.8450 -0.6416
N 4.6923 -0.5538 -1.5151
C 5.8044 0.2046 -0.9222
C 5.4178 0.2279 0.5734
N 4.0567 -0.3466 0.5596
H 4.6317 -0.8053 -2.4888
H 5.8502 1.2029 -1.3520
H 6.7527 -0.2936 -1.1041
H 5.4068 1.2332 0.9838
H 6.0802 -0.3882 1.1779
H 3.6457 -0.7414 1.3919
F 0.2650 -2.5086 3.6412
B 1.2884 -3.1551 3.1240
F 2.1227 -2.4512 2.3488
F 1.5896 -4.3716 3.4646
F -0.0436 -2.6746 0.7506
Te -1.5128 -1.0331 -1.4273
C -2.2260 0.8697 -0.8585
C -2.5053 1.1392 0.4771
C -2.8781 2.4235 0.8500
C -2.9716 3.4279 -0.1073
C -2.7179 3.1443 -1.4414
C -2.3412 1.8609 -1.8240
C -3.0408 -2.1468 -0.5361
C -4.0321 -2.6034 -1.3938
C -5.1368 -3.2507 -0.8551
C -5.2373 -3.4332 0.5159
C -4.2318 -2.9807 1.3614
C -3.1200 -2.3378 0.8390
H -2.4783 0.3526 1.2230
H -3.1046 2.6367 1.8868
H -3.2682 4.4263 0.1854
H -2.8197 3.9178 -2.1910
H -2.1691 1.6389 -2.8704
H -3.9547 -2.4667 -2.4647
H -5.9199 -3.6069 -1.5109
H -6.0974 -3.9429 0.9292
H -4.3117 -3.1301 2.4301
H -2.3224 -2.0279 1.4992
I 0.7996 0.7990 2.6440
C 1.1211 1.7123 0.7870
C 1.4455 3.0477 0.6816
C 1.5766 3.5637 -0.5987
C 1.3810 2.7275 -1.6918
C 1.0894 1.3995 -1.4759
N 0.9671 0.8851 -0.2368
H 1.5835 3.6572 1.5632
H 1.8231 4.6086 -0.7378
H 1.4461 3.1006 -2.7041
H 0.9608 0.7060 -2.2963
```



Computed, not measured: an isolated molecule of C5H6, with wB97M-V/def2-TZVPD.

Values from the calculation:
SMILES = C1=CCC=C1
Gap between HOMO and LUMO = 9.72 eV
ΔE to the lowest compared entry with this formula, charge and spin = 5.9 kcal/mol
Max |F| = 2.94 eV/Å
Energy = -5280.9431 eV
E_HOMO = -8.47 eV

The geometry in XYZ format:
```
11
C5H6 (wB97M-V/def2-TZVPD)
C -1.1990 -0.2103 -0.0062
C -0.2702 -1.1812 -0.0029
C 1.0902 -0.5720 0.0078
C 0.7747 0.9270 -0.0039
C -0.5837 1.1162 -0.0018
H -2.2862 -0.4034 -0.0092
H -0.5757 -2.2503 0.0084
H 1.7757 -0.7176 0.8734
H 1.7283 -0.8705 -0.8000
H 1.5426 1.7124 -0.1176
H -1.0561 2.0511 0.0873
```



Computed, not measured: an isolated molecule of C4H6O2, with wB97M-V/def2-TZVPD.

Values from the calculation:
SMILES = C[C@@]1(C=O)CO1
Gap between HOMO and LUMO = 10.88 eV
ΔE to the lowest compared entry with this formula, charge and spin = 48.1 kcal/mol
Max |F| = 0.69 eV/Å
Energy = -8338.3755 eV
E_HOMO = -9.99 eV

The geometry in XYZ format:
```
12
C4H6O2 (wB97M-V/def2-TZVPD)
C 0.5204 1.3650 -0.0819
C -0.1949 0.0717 0.2021
C -1.2548 -0.4340 -0.7252
O -1.0899 -0.3584 -1.9200
C 0.5203 -1.1391 0.6325
O -0.1901 -0.3408 1.5597
H 0.0459 2.1905 0.4603
H 1.5582 1.3047 0.2592
H 0.5000 1.5855 -1.1507
H -2.0756 -1.0271 -0.2697
H 0.0579 -2.1146 0.4779
H 1.6026 -1.1034 0.5558
```



Computed, not measured: a 6-piece molecular cluster, C12H36O6 overall, with wB97M-V/def2-TZVPD.

Values from the calculation:
SMILES = CCO.CCO.CCO.CCO.CCO.CCO
Gap between HOMO and LUMO = 10.10 eV
ΔE to the lowest compared entry with this formula, charge and spin = 66.7 kcal/mol
Max |F| = 2.23 eV/Å
Energy = -25310.3091 eV
E_HOMO = -9.61 eV

The geometry in XYZ format:
```
54
C12H36O6 (wB97M-V/def2-TZVPD)
C -1.5624 3.6140 -2.7180
C -0.3049 2.8050 -3.0405
O -0.4359 1.4441 -3.5530
H -2.2600 3.1719 -2.0067
H -2.0729 3.9342 -3.6263
H -1.3612 4.5735 -2.2416
H 0.4180 2.7715 -2.2254
H 0.2341 3.3487 -3.8163
H -0.7142 1.3768 -4.4693
C 2.6592 -2.8666 -3.3845
C 1.5331 -1.9878 -2.8283
O 2.0352 -1.5430 -1.5974
H 2.4353 -3.3160 -4.3520
H 2.7600 -3.7030 -2.6929
H 3.5869 -2.2987 -3.4547
H 0.7153 -2.6395 -2.5210
H 1.1560 -1.1296 -3.3846
H 1.2776 -1.0979 -1.2108
C -1.5384 1.2116 0.8531
C -1.7532 0.3592 -0.4092
O -0.4324 0.1754 -0.9735
H -1.0486 2.1341 0.5414
H -0.9292 0.6192 1.5358
H -2.3607 1.7281 1.3481
H -2.4126 0.7877 -1.1639
H -2.1321 -0.6183 -0.1106
H -0.4623 0.5947 -1.8366
C -0.4977 -3.5872 0.2460
C 0.5287 -4.6348 -0.3160
O 1.8215 -4.1073 -0.0480
H -1.4357 -4.0834 0.4951
H -0.6387 -2.6731 -0.3306
H -0.2253 -3.3029 1.2624
H 0.4378 -4.8310 -1.3843
H 0.4473 -5.5660 0.2447
H 1.9536 -3.2827 -0.5214
C 1.9640 1.9195 0.4488
C 2.2639 2.8487 1.6290
O 3.3018 3.7460 1.3195
H 1.4818 2.5131 -0.3279
H 1.2956 1.1151 0.7560
H 2.8678 1.4800 0.0270
H 2.4568 2.2139 2.4939
H 1.4224 3.4456 1.9807
H 3.5406 4.2974 2.0681
C -1.9301 -0.6912 4.2461
C -2.7392 0.0654 5.2309
O -2.3786 1.3970 5.1536
H -2.2753 -0.5361 3.2239
H -1.9750 -1.7711 4.3870
H -0.8629 -0.4826 4.3223
H -2.5645 -0.3154 6.2372
H -3.7590 -0.1396 4.9054
H -1.5311 1.5137 5.5892
```



Computed, not measured: C25H35Br2F3N7O2P2S2Sn as an isolated structure, with wB97M-V/def2-TZVPD.

Values from the calculation:
Gap between HOMO and LUMO = 7.69 eV
ΔE to the lowest compared entry with this formula, charge and spin = 22.9 kcal/mol
Max |F| = 0.88 eV/Å
Energy = -235334.6388 eV
E_HOMO = -10.14 eV
Charge = +1

The geometry in XYZ format:
```
79
C25H35Br2F3N7O2P2S2Sn (wB97M-V/def2-TZVPD)
Sn -0.2841 -0.5291 0.0902
C 3.3702 2.8562 3.3533
N 2.6645 2.3726 2.1997
C 2.9403 2.7162 0.9136
C 2.0740 2.0121 0.1275
N 1.2807 1.2476 0.9149
C 1.6539 1.4761 2.1673
P 0.9051 0.7800 3.6749
C -0.8286 0.9805 3.1523
N -1.3863 0.7235 1.9771
C -2.6664 1.1571 2.0545
C -2.8891 1.6915 3.2931
N -1.7220 1.5749 3.9767
C -1.4713 2.0319 5.3193
C 1.1224 -0.9838 3.3132
N 0.2908 -1.7438 2.6220
C 0.7419 -3.0114 2.7718
C 1.8626 -3.0184 3.5528
N 2.0932 -1.7272 3.9011
C 3.1879 -1.2504 4.6968
H 3.5472 3.9240 3.2415
H 4.3283 2.3464 3.4528
H 2.7790 2.6815 4.2520
H 3.7126 3.4129 0.6603
H 1.9706 2.0079 -0.9429
H -3.3301 1.0703 1.2173
H -3.7570 2.1430 3.7310
H -2.4122 2.3069 5.7914
H -0.8187 2.9079 5.3115
H -0.9989 1.2463 5.9121
H 0.2217 -3.8442 2.3511
H 2.4944 -3.8220 3.8713
H 3.3159 -1.8872 5.5722
H 2.9694 -0.2291 5.0153
H 4.1139 -1.2525 4.1193
Br 3.4518 -1.3762 -0.1858
C 3.2751 -1.2504 -2.0976
Br 1.5949 -2.0063 -2.6794
H 4.0799 -1.8189 -2.5541
H 3.2944 -0.1950 -2.3746
F -0.2868 -8.0124 1.5390
C -0.9993 -7.5644 0.4928
F -2.2689 -7.9157 0.7036
F -0.5758 -8.2442 -0.5802
C -0.8269 -6.0765 0.3055
C 0.4354 -5.5835 0.0015
C 0.5613 -4.2219 -0.2182
N -0.4611 -3.3806 -0.1451
C -1.6534 -3.8522 0.1883
C -1.8954 -5.1986 0.4225
H 1.2841 -6.2453 -0.0535
H 1.5240 -3.7966 -0.4596
H -2.4493 -3.1177 0.2693
H -2.8811 -5.5522 0.6821
C -3.1239 0.4382 -5.0511
C -1.7985 0.7142 -5.7337
C -1.7493 2.0527 -6.4576
O -0.7103 0.6169 -4.7949
P -0.4436 1.3318 -3.4275
S 1.5039 1.3355 -3.1762
S -1.6196 0.5165 -1.8798
O -1.0598 2.7875 -3.6302
C -1.0329 3.7571 -2.5781
C 0.2431 4.5835 -2.6558
C -2.2744 4.6294 -2.6958
H -3.9187 0.4208 -5.7918
H -3.3280 1.2146 -4.3167
H -3.0903 -0.5241 -4.5430
H -1.5656 -0.0901 -6.4446
H -2.1727 2.8474 -5.8502
H -2.3008 1.9902 -7.3910
H -0.7137 2.2970 -6.6787
H -1.0663 3.2137 -1.6215
H 0.2569 5.1804 -3.5649
H 1.1186 3.9394 -2.6528
H 0.2967 5.2479 -1.7991
H -2.2618 5.1924 -3.6246
H -2.2944 5.3264 -1.8628
H -3.1731 4.0209 -2.6628
```



> Which value of energy does entry 1 give?

-182301.8293 eV